1.
The following is a quantum chemistry calculation of 4 unconnected molecules or ions with the total composition C49H39BFO15PS, from the OMol25 dataset.

Values from the calculation:
Calculated total energy   -3883.7447 a.u.
HOMO-LUMO gap   8.7 eV
SMILES   CCCC[C@@]1(P(=O)(O)O)OS(=O)(=O)O[C@]1(F)B(O)OC.O=C1c2ccccc2C(=O)c2ccccc21.O=C1c2ccccc2C(=O)c2ccccc21.O=C1c2ccccc2C(=O)c2ccccc21
Maximum force   0.012 hartree/bohr
HOMO   -9.8 eV

Last column: Löwdin charge in e.
Atoms and positions in Å:
1 C 0.6374 2.4775 -1.6560  -0.099
2 C -0.4096 2.9977 -0.6559  -0.233
3 C -1.4971 3.9247 -1.2305  -0.191
4 C -1.9196 3.5875 -2.6719  -0.132
5 C -3.4282 3.5516 -2.9478  -0.336
6 P -4.2019 5.1844 -2.5644  0.502
7 O -4.0118 5.6483 -1.1905  -0.230
8 O -5.6697 4.9742 -3.1129  -0.072
9 O -3.5916 6.1605 -3.6769  -0.087
10 O -3.5305 3.3960 -4.3952  -0.165
11 S -4.4804 2.2001 -4.7962  0.608
12 O -5.8352 2.6176 -4.7667  -0.186
13 O -3.9254 1.5178 -5.9014  -0.189
14 O -4.1896 1.3612 -3.4770  -0.100
15 C -4.1019 2.2400 -2.3477  -0.288
16 F -3.1922 1.6054 -1.5206  0.082
17 B -5.5421 2.2663 -1.5571  -0.581
18 O -6.4020 1.2454 -1.8078  0.216
19 O -5.8705 3.2495 -0.6918  0.053
20 C -5.0954 3.5009 0.4895  -0.032
21 H 1.6404 2.5205 -1.2285  0.055
22 H 0.6542 3.0620 -2.5795  0.071
23 H 0.4688 1.4318 -1.9214  0.075
24 H -0.8902 2.1607 -0.1433  0.101
25 H 0.1132 3.5569 0.1244  0.101
26 H -1.1796 4.9680 -1.1640  0.114
27 H -2.3754 3.8664 -0.5858  0.081
28 H -1.5447 2.6044 -2.9621  0.125
29 H -1.5124 4.3036 -3.3914  0.125
30 H -6.1954 5.7879 -3.1130  0.119
31 H -2.6685 6.3951 -3.5100  0.095
32 H -5.9760 0.3951 -1.9722  0.125
33 H -4.9738 4.5750 0.6064  0.080
34 H -4.1069 3.0372 0.4293  0.085
35 H -5.6323 3.0687 1.3354  0.096
36 O -6.0592 -0.0231 2.4469  0.100
37 C -7.0316 -0.3070 3.1150  -0.276
38 C -8.3950 -0.3665 2.5151  -0.081
39 C -8.5367 -0.1172 1.1560  0.004
40 C -9.7878 -0.1771 0.5661  -0.049
41 C -10.9036 -0.4936 1.3336  -0.054
42 C -10.7698 -0.7384 2.6905  -0.002
43 C -9.5164 -0.6724 3.2876  -0.084
44 C -9.3995 -0.9227 4.7528  -0.278
45 O -10.3758 -1.1463 5.4350  0.108
46 C -8.0310 -0.8898 5.3490  -0.082
47 C -7.8852 -1.1518 6.7063  -0.002
48 C -6.6255 -1.1443 7.2806  -0.057
49 C -5.5046 -0.8751 6.5027  -0.058
50 C -5.6444 -0.6062 5.1519  -0.003
51 C -6.9071 -0.6105 4.5702  -0.083
52 H -7.6580 0.1289 0.5747  0.110
53 H -9.8931 0.0231 -0.4922  0.110
54 H -11.8806 -0.5469 0.8711  0.107
55 H -11.6260 -0.9802 3.3054  0.120
56 H -8.7698 -1.3606 7.2925  0.120
57 H -6.5138 -1.3500 8.3372  0.107
58 H -4.5207 -0.8747 6.9534  0.107
59 H -4.7864 -0.3909 4.5297  0.119
60 O 9.0961 0.4118 -2.5655  0.111
61 C 7.9496 0.5534 -2.1999  -0.286
62 C 6.8371 -0.2393 -2.7958  -0.101
63 C 7.1361 -1.1934 -3.7609  0.000
64 C 6.1277 -1.9833 -4.2854  -0.055
65 C 4.8162 -1.8177 -3.8570  -0.051
66 C 4.5075 -0.8524 -2.9136  0.003
67 C 5.5169 -0.0654 -2.3731  -0.093
68 C 5.1624 0.9435 -1.3368  -0.280
69 O 4.0123 1.1259 -0.9982  0.099
70 C 6.2795 1.7130 -0.7140  -0.100
71 C 5.9866 2.6276 0.2917  -0.008
72 C 7.0083 3.3363 0.9007  -0.058
73 C 8.3277 3.1358 0.5081  -0.056
74 C 8.6244 2.2317 -0.4978  0.000
75 C 7.6021 1.5185 -1.1137  -0.090
76 H 8.1667 -1.3250 -4.0606  0.124
77 H 6.3662 -2.7571 -5.0030  0.111
78 H 4.0355 -2.4580 -4.2468  0.109
79 H 3.4936 -0.7102 -2.5649  0.120
80 H 4.9541 2.7659 0.5832  0.120
81 H 6.7791 4.0470 1.6842  0.107
82 H 9.1249 3.6880 0.9886  0.108
83 H 9.6427 2.0629 -0.8208  0.121
84 O 6.9707 -3.9037 -1.6655  0.108
85 C 6.6447 -4.3503 -0.5872  -0.269
86 C 6.3725 -5.7989 -0.3768  -0.082
87 C 6.5249 -6.6759 -1.4443  -0.002
88 C 6.2995 -8.0297 -1.2628  -0.057
89 C 5.9222 -8.5131 -0.0146  -0.056
90 C 5.7612 -7.6425 1.0501  -0.002
91 C 5.9829 -6.2817 0.8736  -0.080
92 C 5.7873 -5.3635 2.0360  -0.276
93 O 5.4054 -5.7810 3.1075  0.108
94 C 6.0786 -3.9154 1.8270  -0.082
95 C 5.9319 -3.0333 2.8922  0.000
96 C 6.2081 -1.6876 2.7179  -0.048
97 C 6.6336 -1.2138 1.4804  -0.040
98 C 6.7764 -2.0874 0.4162  0.013
99 C 6.4980 -3.4397 0.5858  -0.074
100 H 6.8231 -6.2783 -2.4050  0.119
101 H 6.4198 -8.7127 -2.0937  0.107
102 H 5.7530 -9.5728 0.1260  0.108
103 H 5.4634 -7.9977 2.0272  0.120
104 H 5.6006 -3.4205 3.8463  0.120
105 H 6.0929 -1.0027 3.5479  0.108
106 H 6.8524 -0.1608 1.3477  0.100
107 H 7.1010 -1.7431 -0.5572  0.107

Atoms 1-2, force components in eV/Å:
0.1 0.0 0.1
0.1 0.1 0.0

***

2.
The following is a quantum chemistry calculation of 2 unconnected molecules or ions with the total composition C5H10O3 at a distorted geometry, from the OMol25 dataset.

Values from the calculation:
Calculated total energy   -422.1600 a.u.
HOMO-LUMO gap   10.0 eV
SMILES   C=CCCC(=O)O.O
ΔE to the lowest compared entry with this formula, charge and spin   2.628 eV
Maximum force   0.124 hartree/bohr
HOMO   -9.5 eV

Last column: Löwdin charge in e.
Atoms and positions in Å:
1 C 2.5880 -0.8927 0.9558  -0.026
2 C 1.5800 -0.7325 0.1218  -0.209
3 C 0.4759 0.2604 0.4498  -0.206
4 C -0.8561 -0.6179 0.4506  -0.062
5 C -1.8926 0.4942 0.6456  -0.546
6 O -1.6620 1.5415 0.0727  0.063
7 O -2.9300 0.3206 1.4734  0.090
8 H 2.6331 -0.5507 1.9264  0.024
9 H 3.5171 -1.4511 0.5644  0.081
10 H 1.5074 -0.9616 -1.1098  0.166
11 H 0.5457 0.9139 -0.4223  0.094
12 H 0.6054 0.7616 1.3433  0.092
13 H -0.9134 -1.1365 1.5110  0.160
14 H -1.0950 -1.2451 -0.3437  0.093
15 H -3.7173 0.8806 1.1743  0.164
16 O 0.1558 0.4900 -2.9383  -0.137
17 H -0.7201 0.5591 -2.3991  0.070
18 H 0.1779 1.3661 -3.4761  0.087

Atoms 1-2, force components in eV/Å:
2.4 -2.7 -3.5
-0.5 1.6 -2.6

***

3.
The following is a quantum chemistry calculation of a molecular structure, C22H20CsN5O3S2, from the OMol25 dataset.

Values from the calculation:
Calculated total energy   -2166.5096 a.u.
HOMO-LUMO gap   7.8 eV
ΔE to the lowest compared entry with this formula, charge and spin   0.000 eV
Maximum force   0.013 hartree/bohr
HOMO   -7.6 eV

Last column: Löwdin charge in e.
Atoms and positions in Å:
1 Cs -0.9452 -1.0771 -0.4688  0.938
2 S -2.0728 0.0892 5.0280  1.049
3 C -2.3187 -0.4532 3.4008  -0.453
4 N -1.5030 -0.0084 2.5114  -0.005
5 C -0.5527 0.8161 3.1010  -0.322
6 C 0.4937 1.4477 2.4277  -0.009
7 C 1.3655 2.2315 3.1543  -0.071
8 C 1.2170 2.3946 4.5377  -0.087
9 C 0.1895 1.7731 5.2188  -0.093
10 C -0.6932 0.9845 4.4853  -0.489
11 H -3.1342 -1.1273 3.1764  0.084
12 H 0.6342 1.3133 1.3626  0.083
13 H 2.1823 2.7284 2.6469  0.107
14 H 1.9144 3.0189 5.0811  0.104
15 H 0.0707 1.9038 6.2863  0.109
16 N -4.4651 -0.3802 -7.5595  0.168
17 C -4.4584 -0.7990 -6.2645  -0.503
18 O -5.2533 -1.6155 -5.8440  0.065
19 C -3.4184 -0.1878 -5.3747  -0.125
20 C -2.7928 1.0270 -5.6248  -0.017
21 C -1.8527 1.4943 -4.7225  -0.039
22 C -1.5705 0.7330 -3.5999  -0.135
23 N -2.1793 -0.4340 -3.3398  -0.003
24 C -3.0798 -0.8724 -4.2122  -0.074
25 H -5.1178 -0.8268 -8.1803  0.112
26 H -3.6945 0.1210 -7.9600  0.092
27 H -3.0522 1.6198 -6.4934  0.112
28 H -1.3453 2.4370 -4.8726  0.111
29 H -0.8371 1.0749 -2.8731  0.063
30 H -3.5723 -1.8124 -3.9956  0.124
31 O 0.6005 1.5109 -1.4613  -0.100
32 C 1.7007 0.9932 -1.2125  -0.555
33 C 3.0311 1.4220 -1.8264  -0.089
34 C 4.0176 0.3916 -1.2798  -0.088
35 C 3.1472 -0.4819 -0.3800  -0.511
36 O 3.5706 -1.4563 0.2381  -0.002
37 N 1.8605 -0.0483 -0.3522  0.021
38 H 3.2545 2.4426 -1.5139  0.116
39 H 2.9483 1.4252 -2.9132  0.115
40 H 4.8238 0.8254 -0.6883  0.116
41 H 4.4789 -0.2256 -2.0506  0.117
42 S -0.1544 -3.7948 1.5447  0.461
43 C 0.6697 -2.8312 2.6689  -0.801
44 N 1.7918 -2.1342 2.3138  0.074
45 C 2.4933 -1.3335 3.1428  -0.070
46 C 2.1218 -1.1798 4.4428  -0.066
47 C 0.9774 -1.8820 4.8827  -0.070
48 C 0.2743 -2.6803 4.0256  -0.114
49 H 2.1546 -2.1819 1.3530  0.101
50 H 3.3467 -0.8527 2.6875  0.128
51 H 2.6829 -0.5331 5.0993  0.107
52 H 0.6530 -1.7805 5.9112  0.111
53 H -0.6033 -3.2285 4.3354  0.102

Atoms 1-2, force components in eV/Å:
-0.1 0.0 0.0
0.0 -0.1 0.0